C6H6O2 | wB97M-V/def2-TZVPD

spin multiplicity = 1
energy above the lowest of the compared OMol25 structures with the same formula, charge and spin = 360.6 kJ/mol
SMILES = O=C1C=COC12CC2
F_max = 7.5 eV/Å
orbital gap = 9.3989 eV

Geometry (Å):
C -0.468 0.963 -0.218
C -1.856 0.645 0.175
C -1.910 -0.780 0.074
C 0.284 -0.344 -0.214
C 1.478 0.013 0.858
C 1.759 -0.331 -0.639
H -2.744 1.123 0.372
H -2.659 -1.494 -0.099
H 1.387 1.049 1.400
H 1.694 -0.702 1.478
H 1.848 -1.449 -0.819
H 1.996 0.538 -1.346
O -0.163 2.164 -0.508
O -0.644 -1.396 -0.513

=====

C7H9BrNO2 | wB97M-V/def2-TZVPD

spin multiplicity = 1
energy above the lowest of the compared OMol25 structures with the same formula, charge and spin = 0.0 kJ/mol
net charge = +1
F_max = 4.6 eV/Å
orbital gap = 8.1548 eV

Geometry (Å):
C 0.980 1.271 -2.430
C -0.363 1.055 -2.132
C 1.963 0.821 -1.550
C -0.727 0.447 -0.920
C 1.566 0.101 -0.440
C 0.192 -0.087 -0.122
C -0.192 -0.824 1.121
N -1.587 -1.243 1.310
O 0.641 -1.627 1.716
O -0.291 0.713 2.399
Br -1.762 0.897 3.336
H 1.304 1.745 -3.302
H -1.138 1.533 -2.692
H 2.933 0.856 -1.861
H -1.762 0.339 -0.874
H 2.275 -0.472 0.130
H -1.831 -1.264 2.301
H -1.615 -2.291 1.170
H -2.028 -0.651 0.658
H 1.444 -1.320 2.180

=====

C34H51BrN2OsP2 | wB97M-V/def2-TZVPD

spin multiplicity = 5
net charge = +4
<S²> = 6.065
F_max = 4.4 eV/Å
orbital gap (spin up / spin down) = 7.0893 / 4.7471 eV

Geometry (Å):
C 0.660 -2.573 -4.935
C 1.623 -2.564 -3.915
C 2.981 -2.623 -4.245
C 3.320 -2.338 -5.570
N 2.402 -2.166 -6.519
C 1.107 -2.308 -6.242
C 1.160 -2.487 -2.549
C 0.899 -3.296 -1.642
C 0.296 -3.157 -0.341
C 0.817 -2.104 0.379
C 0.223 -1.590 1.576
C -1.118 -2.118 1.544
C -1.566 -3.359 1.157
C -0.853 -3.888 0.073
Os -1.408 -0.278 1.329
P -0.229 0.805 -0.575
H 3.724 -2.932 -3.505
H -0.393 -2.768 -4.717
H 4.370 -2.254 -5.868
H 0.375 -2.189 -7.047
H -1.206 -4.738 -0.514
H -0.048 0.641 1.563
H -2.480 -3.807 1.583
H 0.792 -1.310 2.474
C 0.116 2.634 -0.362
C 1.072 3.388 -1.288
H 0.485 2.691 0.674
H -0.874 3.111 -0.366
H 1.094 4.443 -0.983
H 2.104 3.023 -1.230
H 0.750 3.379 -2.335
C 1.410 0.192 -1.179
C 1.831 0.475 -2.621
H 1.348 -0.909 -1.045
H 2.176 0.515 -0.453
H 2.843 0.070 -2.775
H 1.189 -0.061 -3.328
H 1.849 1.544 -2.868
C -1.273 0.764 -2.118
C -1.173 1.850 -3.194
H -2.306 0.773 -1.746
H -1.113 -0.229 -2.564
H -1.893 1.630 -3.996
H -1.439 2.843 -2.811
H -0.191 1.911 -3.675
Br -2.249 0.461 3.679
P 2.607 0.522 2.176
C 3.623 1.907 1.639
C 4.450 2.567 2.742
H 2.915 2.630 1.191
H 4.277 1.560 0.823
H 5.094 3.340 2.299
H 3.799 3.054 3.482
H 5.114 1.848 3.244
C 1.942 0.797 3.889
C 2.546 0.078 5.098
H 0.868 0.537 3.792
H 1.959 1.884 4.066
H 2.058 0.451 6.008
H 2.376 -1.004 5.059
H 3.616 0.279 5.236
C 3.542 -1.052 2.147
C 5.017 -0.916 2.498
H 3.388 -1.459 1.130
H 3.043 -1.752 2.832
H 5.504 -1.896 2.442
H 5.521 -0.243 1.795
H 5.172 -0.577 3.530
C -5.776 -0.898 1.442
N -4.489 -1.283 0.787
C -4.592 -2.663 0.219
C -4.075 -0.314 -0.324
C -3.822 1.079 0.191
C -4.732 2.141 0.063
C -4.482 3.358 0.707
C -3.335 3.567 1.493
C -2.394 2.537 1.563
C -2.629 1.361 0.846
H -6.540 -0.814 0.654
H -5.647 0.041 1.988
H -6.044 -1.691 2.148
H -3.700 -1.255 1.494
H -5.437 -2.673 -0.488
H -3.661 -2.910 -0.299
H -4.755 -3.372 1.037
H -3.160 -0.779 -0.730
H -4.861 -0.363 -1.093
H -5.629 1.968 -0.545
H -5.203 4.180 0.606
H -3.154 4.500 2.018
H -1.518 2.630 2.198

=====

C19H18N4O4S | wB97M-V/def2-TZVPD

spin multiplicity = 1
energy above the lowest of the compared OMol25 structures with the same formula, charge and spin = 25.9 kJ/mol
SMILES = COc1nccnc1NS(=O)(=O)c1ccc(NC(=O)c2cccc(C)c2)cc1
F_max = 1.3 eV/Å
orbital gap = 8.9939 eV

Geometry (Å):
C 2.812 3.214 -6.005
H 3.690 2.990 -6.604
H 1.964 2.612 -6.336
H 2.548 4.271 -6.082
O 3.160 2.883 -4.672
C 2.233 3.102 -3.752
N 1.100 3.703 -4.064
C 0.253 3.994 -3.074
C 0.551 3.708 -1.763
N 1.666 3.046 -1.437
C 2.494 2.722 -2.405
N 3.624 1.970 -2.111
H 3.868 2.015 -1.129
S 3.493 0.328 -2.559
O 3.000 0.259 -3.896
O 4.746 -0.275 -2.232
C 2.222 -0.220 -1.433
C 2.563 -0.677 -0.175
C 1.573 -1.015 0.727
C 0.231 -0.881 0.364
C -0.096 -0.417 -0.914
C 0.900 -0.086 -1.811
H 0.671 0.262 -2.805
H -1.133 -0.316 -1.199
N -0.814 -1.188 1.226
C -0.763 -1.700 2.500
O 0.262 -2.000 3.072
C -2.106 -1.882 3.120
C -2.258 -2.930 4.021
C -3.470 -3.165 4.654
C -4.536 -2.316 4.380
C -4.389 -1.254 3.505
C -3.180 -1.032 2.869
H -3.073 -0.176 2.218
H -5.221 -0.591 3.320
H -5.487 -2.480 4.866
C -3.626 -4.317 5.597
H -2.694 -4.514 6.122
H -3.894 -5.216 5.041
H -4.410 -4.123 6.323
H -1.406 -3.563 4.219
H -1.737 -1.045 0.838
H 1.822 -1.380 1.709
H 3.607 -0.775 0.078
H -0.094 3.977 -0.940
H -0.664 4.479 -3.373

=====

C8H13N3O2S | wB97M-V/def2-TZVPD

spin multiplicity = 1
energy above the lowest of the compared OMol25 structures with the same formula, charge and spin = 47.4 kJ/mol
SMILES = CC(C)[C@]12NC(=O)NC(=O)N1CCS2
F_max = 3.8 eV/Å
orbital gap = 9.8880 eV

Geometry (Å):
C -2.042 -0.895 0.944
C -1.877 0.972 -0.567
C 0.139 2.277 -0.508
C 0.546 2.574 0.890
C 0.262 0.037 0.337
C 1.876 -1.935 0.395
C 0.469 -1.649 -1.722
C 1.193 -0.949 -0.515
N -2.558 -0.099 -0.061
N -0.749 -0.765 1.267
N -0.515 0.998 -0.475
O -2.779 -1.614 1.545
O -2.404 1.855 -1.211
S 1.424 0.978 1.398
H -0.482 3.154 -0.855
H 1.091 2.119 -1.084
H 1.183 3.462 0.947
H -0.278 2.826 1.714
H 1.291 -2.768 0.780
H 2.265 -1.522 1.409
H 2.892 -2.129 0.062
H -0.086 -0.924 -2.377
H -0.342 -2.334 -1.310
H 1.436 -2.202 -2.147
H 1.999 -0.194 -0.872
H -3.514 -0.243 -0.194
H -0.441 -1.030 2.212

=====

H13O6 | wB97M-V/def2-TZVPD

spin multiplicity = 1
energy above the lowest of the compared OMol25 structures with the same formula, charge and spin = 128.0 kJ/mol
net charge = +1
F_max = 4.9 eV/Å
orbital gap = 11.9156 eV

Geometry (Å):
O -0.197 -0.609 -0.095
H 0.693 -0.472 -0.270
H -0.379 0.138 0.442
H -0.283 -1.427 0.478
O 2.398 -0.374 -0.843
H 2.991 0.320 -0.598
H 2.430 -0.597 -1.864
O 0.528 2.051 0.821
H 0.173 2.958 0.637
H 1.323 2.251 1.281
O -0.313 -3.449 0.716
H 0.281 -4.199 0.432
H -0.977 -3.873 1.250
O -0.975 1.406 -2.098
H -0.231 1.926 -2.259
H -1.216 1.024 -2.889
O -1.999 0.624 1.581
H -2.651 1.078 1.046
H -1.600 1.229 2.229

=====

C29H43LaN3O4SbSi3 | wB97M-V/def2-TZVPD

spin multiplicity = 1
energy above the lowest of the compared OMol25 structures with the same formula, charge and spin = 394.5 kJ/mol
net charge = +2
F_max = 3.1 eV/Å
orbital gap = 6.4931 eV

Geometry (Å):
La -0.356 1.024 1.213
O -1.637 -0.239 6.258
C -1.427 0.028 4.970
O -2.461 -0.669 4.115
C -1.213 1.336 4.526
C -0.621 2.220 5.448
C -0.599 3.559 5.142
C -1.280 4.014 4.010
C -1.743 3.085 3.090
N -1.539 1.729 3.257
C -2.228 3.603 1.773
O -3.055 4.617 1.759
O -1.791 3.086 0.723
H -1.870 -1.157 6.520
H -0.236 1.873 6.398
H 0.019 4.280 5.677
H -1.364 5.060 3.760
H -3.479 4.770 2.600
C 0.535 -3.724 -1.430
Sb -0.334 -1.669 -1.186
C -0.472 -1.540 1.068
C 0.768 -1.571 1.776
C 1.628 -2.744 1.886
C 2.781 -2.653 2.573
C 3.099 -1.386 3.269
C 2.243 -0.321 3.144
N 1.108 -0.447 2.402
Si -2.167 -2.164 1.634
C -2.716 -3.811 0.932
C -2.060 -2.034 3.585
C -3.448 -0.918 1.069
C 0.724 0.062 -2.619
C 0.922 1.230 -1.825
C 0.570 2.563 -2.240
C 1.043 3.617 -1.521
C 1.911 3.416 -0.409
C 2.153 2.131 -0.021
N 1.487 1.075 -0.622
Si 2.462 -0.644 -3.207
C 3.349 0.844 -3.893
C 2.463 -1.979 -4.546
C 3.384 -1.214 -1.737
Si -0.653 0.248 -4.006
C -1.008 -1.237 -5.014
C -0.271 1.584 -5.301
C -2.243 0.899 -3.226
H -0.279 -4.482 -1.477
H 1.153 -3.957 -0.593
H 1.094 -3.845 -2.393
H 1.248 -3.615 1.325
H 3.458 -3.491 2.798
H 3.937 -1.308 3.977
H 2.419 0.651 3.661
H -1.944 -4.594 1.144
H -3.035 -3.685 -0.114
H -3.610 -4.104 1.459
H -0.990 -2.104 3.999
H -2.652 -2.835 4.053
H -3.439 -0.540 4.341
H -3.838 -1.113 0.039
H -2.937 0.073 1.092
H -4.245 -0.869 1.833
H 0.132 2.725 -3.199
H 0.821 4.608 -1.831
H 2.389 4.259 0.151
H 2.878 1.925 0.790
H 2.699 1.581 -4.300
H 4.058 0.538 -4.638
H 3.884 1.286 -3.044
H 2.003 -1.568 -5.450
H 1.933 -2.948 -4.371
H 3.484 -2.251 -4.775
H 3.202 -0.537 -0.912
H 4.476 -1.222 -1.959
H 3.014 -2.257 -1.406
H -1.056 -2.191 -4.433
H -0.241 -1.366 -5.784
H -2.008 -1.085 -5.494
H -0.425 1.219 -6.343
H 0.765 1.979 -5.316
H -0.931 2.447 -5.138
H -2.218 1.587 -2.383
H -2.777 -0.072 -3.031
H -2.800 1.330 -4.056

=====

C50H49Br2CrN6O5PSTe2 | wB97M-V/def2-TZVPD

spin multiplicity = 5
energy above the lowest of the compared OMol25 structures with the same formula, charge and spin = 403.1 kJ/mol
<S²> = 6.175
F_max = 1.6 eV/Å
orbital gap (spin up / spin down) = 5.4083 / 5.0159 eV

Geometry (Å):
Cr -0.557 0.300 0.927
C -1.928 -0.248 4.168
O -0.929 0.530 3.507
C -0.042 1.157 4.323
C 0.087 0.907 5.676
C 1.068 1.586 6.393
Br 1.244 1.225 8.252
C 1.895 2.509 5.811
C 1.742 2.816 4.450
C 0.770 2.122 3.706
O 0.554 2.321 2.393
C 2.523 3.868 3.822
N 2.345 4.277 2.579
C 3.246 5.298 2.360
C 3.483 6.071 1.227
C 4.492 7.013 1.299
C 5.248 7.194 2.463
C 5.015 6.442 3.600
C 4.004 5.495 3.526
N 3.514 4.579 4.433
H -2.471 0.370 4.886
H -1.479 -1.106 4.672
H -2.617 -0.595 3.408
H -0.541 0.197 6.190
H 2.643 3.009 6.410
H 1.197 3.045 2.101
H 2.898 5.937 0.326
H 4.704 7.627 0.434
H 6.032 7.939 2.472
H 5.594 6.582 4.504
H 3.826 4.462 5.380
C -5.165 1.513 -8.776
C -4.219 1.345 -7.620
O -4.071 2.129 -6.726
S -3.323 -0.209 -7.693
C -2.571 -0.205 -6.080
C -1.253 0.194 -5.913
C -0.709 0.248 -4.641
C -1.479 -0.095 -3.527
C -2.795 -0.529 -3.716
C -3.338 -0.584 -4.985
C -0.983 0.035 -2.196
C -0.633 0.134 -1.035
H -5.160 2.550 -9.108
H -6.171 1.279 -8.421
H -4.918 0.845 -9.599
H -0.666 0.482 -6.775
H 0.317 0.567 -4.506
H -3.389 -0.810 -2.857
H -4.361 -0.903 -5.131
Br -5.491 -5.727 0.202
C -4.022 -4.538 0.394
C -2.694 -5.124 0.367
N -1.566 -4.187 -0.117
C -1.746 -2.711 0.278
C -3.085 -2.343 0.775
C -4.171 -3.222 0.713
C -3.374 -0.959 1.166
O -4.475 -0.628 1.602
O -2.395 -0.068 1.128
H -2.628 -6.055 -0.195
H -1.496 -2.109 -0.587
H -5.150 -2.799 0.896
Te -0.029 -2.198 1.651
C -0.691 -4.870 0.894
C -1.872 -5.278 1.723
C -1.740 -6.590 2.397
C -0.621 -7.323 2.237
C 0.448 -6.910 1.374
C 0.329 -5.772 0.608
C -1.198 -4.281 -1.529
C 0.080 -3.911 -1.923
C 0.432 -3.978 -3.260
C -0.490 -4.410 -4.204
C -1.770 -4.760 -3.803
C -2.133 -4.686 -2.466
H -2.225 -4.492 2.399
H -2.563 -6.933 3.010
H -0.528 -8.279 2.738
H 1.316 -7.547 1.270
H 1.069 -5.554 -0.151
H 0.785 -3.559 -1.181
H 1.432 -3.690 -3.559
H -0.215 -4.462 -5.249
H -2.500 -5.080 -4.534
H -3.142 -4.939 -2.159
C -1.105 4.644 0.921
Te -2.018 2.747 0.451
C -3.156 2.775 2.260
H -1.873 5.412 0.982
H -0.401 4.906 0.132
H -0.580 4.576 1.871
H -3.875 3.589 2.208
H -2.491 2.915 3.111
H -3.676 1.821 2.326
C 4.645 -0.369 -0.421
N 3.621 -0.507 -1.450
C 3.585 0.698 -2.271
N 3.394 1.921 -1.497
C 4.440 1.992 -0.480
N 4.475 0.826 0.396
C 3.287 0.747 1.240
P 1.694 0.580 0.261
C 2.321 -0.786 -0.857
C 2.062 1.990 -0.910
H 5.623 -0.319 -0.905
H 4.609 -1.248 0.226
H 2.775 0.604 -2.998
H 4.535 0.780 -2.805
H 4.298 2.891 0.122
H 5.404 2.059 -0.991
H 3.237 1.651 1.845
H 3.377 -0.110 1.913
H 1.583 -0.925 -1.647
H 2.383 -1.706 -0.274
H 1.966 2.931 -0.358
H 1.308 1.976 -1.700